Density functional theory data (wB97M-V/def2-TZVPD) for 2 unconnected molecules or ions with the total composition C9H12BrFN2O6P.

For the HOMO energy, the calculation gives -0.08780 hartree. Its total charge is -1. The value obtained for the LUMO energy is 0.0397 hartree.

XYZ file:
```
32
C9H12BrFN2O6P, DFT wB97M-V/def2-TZVPD
O 3.5188 -2.6127 -0.5896
P 3.6069 -1.1374 0.0193
O 2.5282 -0.9259 1.4125
O 5.2322 -0.7419 0.5992
C 3.1780 0.2056 -1.3251
C 1.6994 0.7863 -0.9115
C 0.3693 0.1864 -1.5602
N -1.0467 0.4866 -1.3437
N -1.1481 1.4542 -0.4201
C -2.6207 1.7980 -0.0901
C -3.1146 0.8405 1.1472
C -3.9354 -0.5049 0.6819
F -3.5752 -1.0231 -0.6583
C -0.1421 2.2171 0.3054
C 1.4426 1.9878 0.1532
Br 2.9068 2.9727 1.0816
H 1.5889 -1.2073 1.1618
H 5.0416 -0.0671 1.3350
H 3.0249 -0.3991 -2.3428
H 4.0144 1.0252 -1.4211
H 0.5539 -0.6706 -2.3741
H -2.6157 2.9280 0.2771
H -3.3001 1.7679 -1.0424
H -3.7667 1.4307 1.9298
H -2.1266 0.4649 1.6952
H -3.6370 -1.3573 1.4626
H -5.1172 -0.3992 0.7750
H -0.4908 3.0635 1.0611
C -0.5317 -3.1883 -0.2387
O -0.8801 -4.2937 0.1467
O 0.0680 -2.3514 0.4459
O -0.7249 -2.7355 -1.3728
```

Löwdin atomic charge list, values in e, 6 entries: number 1, O, carries -0.38; number 2, P, carries 0.74; number 3, O, carries -0.25; number 4, O, carries -0.25; number 5, C, carries -0.21; number 6, C, carries -0.22

Density functional theory data (wB97M-V/def2-TZVPD) for a molecular structure, C9H12Cl2LaN3O3PYb.

As for the expectation value of S²: 0.751. For the HOMO energy (spin up / spin down), the calculation gives -0.72984 / -0.72976 hartree. Its spin multiplicity is 2. Its energy above the lowest of the compared OMol25 structures with the same formula, charge and spin is 0.0 kcal/mol. Its total charge is +4. The value obtained for the LUMO energy (spin up / spin down) is -0.5674 / -0.6381 hartree.

XYZ file:
```
32
C9H12Cl2LaN3O3PYb, DFT wB97M-V/def2-TZVPD
Yb -1.6516 -2.8861 -4.5683
La -1.3348 -0.5211 -1.3134
Cl -0.0403 -1.0739 -3.7322
Cl -2.8560 -2.5810 -2.2795
C -3.3497 -0.2572 0.2417
C -1.6812 -1.2611 -6.3609
C -3.9045 -2.5670 -5.4677
O -4.3327 -0.1619 0.8431
O -1.5064 -0.2905 -6.9565
O -5.0169 -2.3160 -5.6624
C 1.5160 2.1003 2.3655
N 0.1284 1.5836 2.1659
C 0.0261 0.2374 2.7976
N 1.0117 -0.7274 2.2586
C 2.3868 -0.1738 2.4541
N 2.5558 1.1738 1.8704
C 2.5893 1.1296 0.4012
P 1.0149 0.5006 -0.2390
C -0.2372 1.5181 0.7214
C 0.7232 -1.0249 0.8201
H 1.6727 2.2404 3.4476
H 1.6304 3.0591 1.8433
H -0.9903 -0.1553 2.6408
H 0.2273 0.3579 3.8761
H 3.1289 -0.8440 1.9982
H 2.5641 -0.0958 3.5404
H 2.7481 2.1479 0.0096
H 3.4010 0.4572 0.0797
H -1.2924 1.1445 0.6466
H -0.2196 2.5355 0.3081
H 1.4075 -1.8123 0.4791
H -0.3184 -1.4366 0.7707
```

Löwdin atomic charge list, values in e, 6 entries: number 1, Yb, carries 1.43; number 2, La, carries 1.51; number 3, Cl, carries -0.05; number 4, Cl, carries -0.05; number 5, C, carries -0.08; number 6, C, carries -0.07

Density functional theory data (wB97M-V/def2-TZVPD) for a molecular structure, C9H12ClNZn.

For the HOMO energy (spin up / spin down), the calculation gives 0.08304 / 0.08300 hartree. Its energy above the lowest of the compared OMol25 structures with the same formula, charge and spin is 72.9 kcal/mol. Its total charge is -2. The value obtained for the LUMO energy (spin up / spin down) is 0.2054 / 0.2054 hartree.

XYZ file:
```
24
C9H12ClNZn, DFT wB97M-V/def2-TZVPD
C 0.9021 -1.2756 -1.8022
C -0.4952 -1.2032 -2.0549
C -1.1775 -1.9014 -1.0148
C -0.1974 -2.3931 -0.1098
C 1.0884 -2.0007 -0.5904
Zn 0.0000 0.0000 0.0000
C -1.5729 1.6514 -0.9127
C -0.4269 2.0447 -1.4819
C 0.5261 2.5701 -2.2246
N 1.3408 1.0138 0.3120
H -2.2587 -2.0229 -0.9216
H -0.9601 -0.7007 -2.9063
H -0.3902 -2.9517 0.8074
H 2.0452 -2.2101 -0.1100
H 1.6900 -0.8249 -2.4072
H -2.2437 0.9452 -1.4175
H 2.2097 1.5614 0.3353
H -1.9177 2.0918 0.0295
H 0.2728 3.3680 -2.9369
H 1.5652 2.2378 -2.1585
Cl 0.7959 -0.8554 2.9278
C -0.4510 0.0030 1.9914
H -1.4265 -0.5064 2.1311
H -0.5341 1.0473 2.3573
```

Löwdin atomic charge list, values in e, 6 entries: number 1, C, carries -0.23; number 2, C, carries -0.24; number 3, C, carries -0.23; number 4, C, carries -0.24; number 5, C, carries -0.23; number 6, Zn, carries 0.14

Density functional theory data (wB97M-V/def2-TZVPD) for a molecular structure, C9H12CuF6InO2.

As for the expectation value of S²: 0.764. For the HOMO energy (spin up / spin down), the calculation gives -0.47837 / -0.47518 hartree. Its spin multiplicity is 2. Its total charge is +1. The value obtained for the LUMO energy (spin up / spin down) is -0.2106 / -0.2918 hartree.

XYZ file:
```
31
C9H12CuF6InO2, DFT wB97M-V/def2-TZVPD
O 1.8449 -2.5335 1.3390
C 1.3425 -1.5503 2.0989
C 2.0486 -0.0838 2.2981
In 1.8912 1.2885 0.4965
C -0.1655 2.1712 0.1468
C -1.4202 1.2386 0.6397
C -2.2380 0.7615 -0.7170
C -3.2254 -0.5335 -0.4825
F -3.9463 -0.2689 0.8136
F -4.2073 -0.6420 -1.6212
C -2.3960 -1.9799 -0.4365
F -2.4452 -2.6806 -1.7592
F -2.9970 -2.7931 0.6749
F -0.9598 -1.8176 -0.0917
C 2.7388 0.3739 -1.4335
C 2.5477 -1.2514 -1.5299
O 3.6166 -2.0112 -1.1760
F 1.3234 -1.9747 -1.9510
H 0.3396 -1.8060 2.6864
H 3.2133 -0.2820 2.4625
H 1.6561 0.3881 3.2987
H 2.9900 2.7078 0.8576
H -0.2483 3.2328 0.6823
H -0.2745 2.3825 -1.0142
H -1.1377 0.3624 1.3624
H -2.1679 1.9560 1.2263
H -1.5273 0.6086 -1.6546
H -2.9398 1.6768 -1.0044
H 3.8890 0.5966 -1.4032
H 2.1617 0.8994 -2.3078
Cu 0.6927 1.5637 -2.5008
```

Löwdin atomic charge list, values in e, 6 entries: number 1, O, carries 0.17; number 2, C, carries -0.06; number 3, C, carries -0.17; number 4, In, carries 0.71; number 5, C, carries -0.29; number 6, C, carries -0.25

Density functional theory data (wB97M-V/def2-TZVPD) for a gas-phase ion, C9H12N (charge +1).

For the HOMO energy, the calculation gives -0.49369 hartree. Its energy above the lowest of the compared OMol25 structures with the same formula, charge and spin is 108.8 kcal/mol. Its total charge is +1. The value obtained for the LUMO energy is -0.1875 hartree.

XYZ file:
```
22
C9H12N, DFT wB97M-V/def2-TZVPD
C 3.7909 -1.7265 0.4485
C 3.0463 -0.9474 -0.1034
C 2.1201 -0.0195 -0.6795
C 1.7366 1.1815 -0.0213
C 1.9452 2.4757 0.2584
C 0.7247 0.0712 0.0526
N -0.4803 0.1190 -0.4873
C -0.9583 1.1407 -1.1315
C -1.3173 -1.0769 -0.4540
C -2.0735 -1.3287 0.8572
H 4.4831 -2.2118 1.0938
H 1.8824 0.0132 -1.8234
H 1.0819 3.1062 0.6473
H 2.8923 2.9180 0.0396
H 0.7405 -0.6029 1.0222
H -2.0294 1.2270 -1.3272
H -0.2428 1.9372 -1.2039
H -1.9803 -1.1156 -1.3292
H -0.7388 -1.9878 -0.5179
H -1.4318 -1.8348 1.7177
H -2.3768 -0.3255 1.1220
H -2.9777 -1.8010 0.7141
```

Löwdin atomic charge list, values in e, 6 entries: number 1, C, carries 0.17; number 2, C, carries -0.08; number 3, C, carries -0.17; number 4, C, carries -0.22; number 5, C, carries 0.13; number 6, C, carries -0.20

Density functional theory data (wB97M-V/def2-TZVPD) for 2 unconnected molecules or ions with the total composition C9H12N2O.

For the HOMO energy (spin up / spin down), the calculation gives -0.23135 / -0.28835 hartree. Its energy above the lowest of the compared OMol25 structures with the same formula, charge and spin is 134.6 kcal/mol. The value obtained for the LUMO energy (spin up / spin down) is 0.0217 / -0.0020 hartree.

XYZ file:
```
24
C9H12N2O, DFT wB97M-V/def2-TZVPD
C 2.2709 1.9314 -0.4046
C 2.1900 0.5861 -0.4769
C 1.1829 2.6381 0.2178
C 1.0013 -0.0848 -0.3682
C 0.0282 0.6334 0.3715
C -1.0753 0.0277 0.8080
C 1.2825 -2.3086 0.9002
C 0.9346 -1.5863 -0.4741
C -3.3026 0.9246 -0.8651
N 0.1955 1.9736 0.7113
N -1.8760 -0.6194 1.4130
O -3.8341 -0.2566 -0.3808
H 3.2956 2.4157 -0.5742
H 3.1754 0.1188 -0.7505
H 1.2879 3.7702 0.4338
H 1.5564 -3.3830 0.8284
H 0.6069 -1.9359 1.7271
H 2.3392 -1.9007 1.0628
H 0.0285 -2.0060 -0.9392
H 1.6889 -1.9416 -1.2042
H -3.7749 1.7344 -0.4219
H -2.8518 1.1020 -1.8404
H -2.8712 -0.8230 1.0532
H -3.4785 -1.0102 -0.8272
```

Löwdin atomic charge list, values in e, 6 entries: number 1, C, carries -0.09; number 2, C, carries -0.10; number 3, C, carries -0.17; number 4, C, carries -0.20; number 5, C, carries -0.26; number 6, C, carries -0.13